(1)
{
  "formula": "C5H8O",
  "method": "ωB97M-V with the def2-TZVPD basis set",
  "elements": ["C", "C", "C", "C", "C", "O", "H", "H", "H", "H", "H", "H", "H", "H"],
  "coordinates": [[0.886, 1.736, -0.956], [-0.229, 1.016, -0.972], [-0.257, -0.484, -1.071], [-0.443, -1.083, 0.306], [-0.169, -0.453, 1.450], [-0.140, -1.058, 2.670], [1.864, 1.274, -1.113], [0.881, 2.797, -0.712], [-1.195, 1.466, -0.736], [0.691, -0.841, -1.495], [-1.044, -0.837, -1.756], [-0.763, -2.125, 0.366], [0.077, 0.607, 1.500], [-0.159, -2.015, 2.522]],
  "relative_energy_ev": 1.590,
  "total_energy_ev": -7360.6651,
  "smiles": "C=CC/C=C/O",
  "orbital_gap_ev": 9.8,
  "homo_ev": -8.8
}

***

(2)
{
  "formula": "C5H8O",
  "method": "ωB97M-V with the def2-TZVPD basis set",
  "elements": ["C", "C", "C", "C", "O", "C", "H", "H", "H", "H", "H", "H", "H", "H"],
  "coordinates": [[-1.621, 0.547, -0.289], [-0.496, 0.320, 0.381], [0.695, 1.166, 0.371], [1.735, 0.341, 0.535], [1.419, -0.943, 0.844], [-0.019, -1.021, 0.892], [-1.786, 1.502, -0.779], [-2.324, -0.259, -0.468], [0.712, 2.197, 0.040], [2.794, 0.516, 0.416], [-0.315, -1.258, 1.922], [-0.330, -1.833, 0.228], [-0.522, -0.821, -2.174], [0.058, -0.455, -1.921]],
  "relative_energy_ev": 2.692,
  "total_energy_ev": -7359.5636,
  "smiles": "C=C1C=COC1.[H][H]",
  "orbital_gap_ev": 9.2,
  "homo_ev": -8.0
}

***

(3)
{
  "formula": "C5H8O",
  "method": "ωB97M-V with the def2-TZVPD basis set",
  "elements": ["O", "C", "C", "C", "C", "C", "H", "H", "H", "H", "H", "H", "H", "H"],
  "coordinates": [[-0.674, 1.391, -0.727], [-0.609, 0.485, 0.360], [-1.350, -0.771, -0.140], [-0.802, -1.625, -1.201], [1.859, 0.330, -0.015], [0.804, 0.175, 0.780], [-0.150, 2.169, -0.494], [-1.158, 0.886, 1.229], [-2.413, -0.547, -0.290], [-1.335, -1.567, 0.642], [0.299, -1.462, -1.199], [1.744, 0.733, -1.019], [2.860, 0.048, 0.297], [0.925, -0.245, 1.779]],
  "relative_energy_ev": 4.964,
  "total_energy_ev": -7357.2916,
  "orbital_gap_ev": 8.6,
  "homo_ev": -8.6
}

***

(4)
{
  "formula": "C5H8O",
  "method": "ωB97M-V with the def2-TZVPD basis set",
  "elements": ["O", "C", "C", "C", "C", "C", "H", "H", "H", "H", "H", "H", "H", "H"],
  "coordinates": [[-1.608, 1.854, -0.146], [-0.332, 1.211, -0.122], [-0.342, 0.668, 1.289], [0.848, -1.400, 0.475], [0.301, -1.069, -0.883], [-0.221, 0.120, -1.162], [-2.216, 1.205, 0.247], [0.382, 2.017, -0.346], [1.065, -0.479, 1.050], [0.480, 1.128, 1.878], [1.821, -1.898, 0.417], [0.168, -2.023, 1.063], [0.346, -1.847, -1.643], [-0.605, 0.369, -2.151]],
  "relative_energy_ev": 5.101,
  "total_energy_ev": -7357.1547,
  "orbital_gap_ev": 8.8,
  "homo_ev": -9.0
}